[1]
ORCA calculation (wB97M-V/def2-TZVPD) on C3H4N2O3 as an isolated structure at a distorted geometry.

Summary:
- LUMO energy (eV) = 0.28
- HOMO level (eV) = -10.33
- net charge = 0

Geometry (Å):
C (-1.907, -0.491, 0.434)
C (-0.498, -0.079, 0.186)
C (1.487, -0.076, -0.100)
H (-3.665, -0.393, -0.316)
H (-1.915, -1.551, 0.788)
H (-2.221, 0.245, 1.340)
H (2.605, -1.539, -0.264)
N (0.512, -0.889, 0.079)
N (1.280, 1.219, -0.069)
O (-2.836, -0.036, -0.639)
O (2.775, -0.540, -0.155)
O (-0.169, 1.176, 0.202)

Atoms 1-2, force components in eV/Å:
C -1.492 3.024 1.916
C -0.791 -0.806 0.210

***

[2]
ORCA calculation (wB97M-V/def2-TZVPD) on a 2-piece molecular cluster, C4H8NO3 overall at a distorted geometry.

Summary:
- LUMO energy (eV) = 4.08
- HOMO level (eV) = -4.74
- net charge = -1

Geometry (Å):
C (-1.138, -1.227, -1.149)
C (-1.189, 0.012, -1.914)
O (-1.688, 0.231, -3.016)
N (-0.541, 1.135, -1.348)
H (-0.807, 1.987, -1.807)
H (-0.241, 1.116, -0.358)
H (-1.143, -2.167, -1.700)
H (-2.006, -1.371, -0.526)
H (-0.218, -1.223, -0.543)
C (1.701, -0.023, 3.068)
C (1.106, -0.064, 1.652)
O (0.442, 0.970, 1.382)
O (1.302, -1.056, 0.915)
H (1.726, 1.002, 3.409)
H (2.720, -0.385, 3.276)
H (0.984, -0.621, 3.658)

Atoms 1-2, force components in eV/Å:
C 0.770 -1.610 0.699
C 0.917 3.948 -0.836

***

[3]
ORCA calculation (wB97M-V/def2-TZVPD) on C12H26BCl2FI3NNbO4 as an isolated structure at a distorted geometry.

Summary:
- LUMO energy (eV) = 1.90
- HOMO level (eV) = -4.61
- net charge = -1

Geometry (Å):
C (-3.534, -5.105, 1.097)
C (-2.378, -5.895, 0.479)
O (-1.143, -5.308, 0.818)
C (-0.689, -4.477, -0.260)
C (0.488, -3.634, 0.149)
O (0.029, -2.401, 0.638)
C (1.097, -1.545, 1.071)
Nb (1.417, 0.337, -0.187)
O (3.409, 0.101, 0.298)
F (1.802, -0.944, -1.758)
C (2.122, 2.207, -1.312)
C (1.411, 2.557, -2.597)
C (1.139, 1.420, -3.576)
I (2.754, 3.947, -3.721)
B (1.241, 1.407, 1.864)
N (0.218, 1.120, 2.875)
O (2.128, 2.423, 2.230)
C (-0.763, 0.594, -0.757)
I (-1.884, -1.019, -1.691)
C (-1.500, 1.680, -0.635)
C (-2.947, 1.830, -1.038)
I (-0.708, 3.481, 0.155)
H (-3.462, -4.065, 0.779)
H (-3.438, -5.102, 2.183)
H (-4.499, -5.532, 0.823)
H (-2.545, -5.879, -0.605)
H (-2.428, -6.946, 0.771)
H (-1.526, -3.848, -0.569)
H (-0.428, -5.112, -1.117)
H (1.144, -4.170, 0.845)
H (1.050, -3.422, -0.774)
H (1.007, -1.360, 2.151)
H (2.038, -2.102, 0.983)
H (3.943, 0.323, -0.479)
H (3.176, 2.055, -1.557)
H (2.128, 3.040, -0.606)
H (0.505, 3.147, -2.500)
H (0.814, 1.861, -4.518)
H (1.997, 0.770, -3.717)
H (0.306, 0.796, -3.243)
H (-0.325, 0.295, 2.636)
H (-0.462, 1.876, 2.917)
H (2.321, 2.283, 3.170)
H (-3.275, 2.863, -0.907)
H (-3.604, 1.221, -0.421)
H (-3.070, 1.631, -2.099)
C (1.070, 6.429, 2.424)
Cl (1.471, 6.947, 0.784)
Cl (-0.464, 7.122, 2.975)
H (0.990, 5.346, 2.437)
H (1.858, 6.752, 3.094)

Atoms 1-2, force components in eV/Å:
C 0.485 -0.098 0.286
C -0.910 0.350 -0.094

***

[4]
ORCA calculation (wB97M-V/def2-TZVPD) on a 4-piece molecular cluster, C23H54ClFN7O6 overall at a distorted geometry.

Summary:
- LUMO energy (eV) = -2.41
- HOMO level (eV) = -10.20
- net charge = +1

Geometry (Å):
N (-3.473, -0.817, 4.722)
C (-3.477, -1.545, 3.600)
N (-3.742, -2.862, 3.542)
C (-3.655, -3.162, 2.261)
Cl (-3.897, -4.701, 1.619)
N (-3.348, -2.096, 1.506)
N (-3.212, -1.051, 2.379)
C (-2.869, 0.296, 1.922)
C (-1.449, 0.710, 2.322)
C (-0.938, 1.779, 1.368)
F (-1.969, 2.672, 1.093)
H (-3.476, -1.299, 5.606)
H (-3.576, 0.182, 4.699)
H (-3.194, -1.957, 0.479)
H (-2.939, 0.266, 0.833)
H (-3.620, 0.994, 2.292)
H (-1.409, 1.070, 3.352)
H (-0.792, -0.160, 2.246)
H (-0.599, 1.333, 0.430)
H (-0.107, 2.337, 1.804)
C (-2.252, -0.480, -5.830)
O (-3.423, -1.145, -5.395)
C (-3.437, -2.543, -5.660)
C (-3.486, -3.310, -4.359)
N (-2.237, -3.146, -3.627)
C (-2.244, -3.672, -2.273)
C (-3.168, -2.998, -1.279)
O (-2.822, -1.648, -0.920)
C (-3.352, -0.622, -1.762)
H (-2.392, 0.580, -5.629)
H (-1.357, -0.831, -5.301)
H (-2.093, -0.614, -6.903)
H (-2.559, -2.832, -6.245)
H (-4.329, -2.773, -6.247)
H (-3.645, -4.372, -4.564)
H (-4.361, -2.943, -3.801)
H (-2.009, -2.160, -3.600)
H (-1.224, -3.596, -1.888)
H (-2.499, -4.736, -2.310)
H (-3.105, -3.492, -0.315)
H (-4.220, -3.025, -1.584)
H (-4.323, -0.913, -2.167)
H (-2.675, -0.399, -2.586)
H (-3.469, 0.278, -1.159)
C (5.257, -6.206, -1.385)
O (4.669, -5.876, -0.142)
C (5.319, -4.820, 0.554)
C (4.383, -3.642, 0.703)
N (4.126, -3.025, -0.589)
C (3.093, -2.003, -0.583)
C (1.665, -2.440, -0.275)
O (1.093, -3.282, -1.260)
C (1.334, -4.669, -1.083)
H (4.711, -7.060, -1.781)
H (5.196, -5.379, -2.102)
H (6.308, -6.486, -1.268)
H (6.232, -4.520, 0.032)
H (5.598, -5.185, 1.546)
H (4.838, -2.901, 1.367)
H (3.469, -4.012, 1.191)
H (3.871, -3.750, -1.249)
H (3.087, -1.530, -1.569)
H (3.376, -1.228, 0.138)
H (1.045, -1.537, -0.255)
H (1.580, -2.910, 0.713)
H (1.415, -4.937, -0.026)
H (2.241, -4.989, -1.600)
H (0.493, -5.208, -1.520)
C (2.632, 4.418, 3.744)
O (1.609, 4.462, 2.768)
C (0.421, 5.121, 3.191)
C (0.172, 6.371, 2.378)
N (1.156, 7.391, 2.699)
C (1.106, 8.577, 1.852)
C (1.460, 8.410, 0.381)
O (2.812, 8.063, 0.155)
C (3.102, 6.682, 0.136)
H (3.454, 3.843, 3.322)
H (2.994, 5.418, 4.004)
H (2.289, 3.926, 4.660)
H (0.465, 5.365, 4.256)
H (-0.414, 4.427, 3.036)
H (-0.826, 6.754, 2.614)
H (0.179, 6.085, 1.316)
H (2.081, 6.983, 2.637)
H (1.794, 9.312, 2.277)
H (0.102, 9.008, 1.920)
H (1.311, 9.378, -0.104)
H (0.799, 7.695, -0.126)
H (2.261, 6.103, -0.260)
H (3.357, 6.291, 1.126)
H (3.963, 6.537, -0.516)

Atoms 1-2, force components in eV/Å:
N 0.130 0.031 -0.047
C -0.048 -0.121 -0.228

***

[5]
ORCA calculation (wB97M-V/def2-TZVPD) on a single C3H3N3O molecule at a distorted geometry.

Summary:
- LUMO energy (eV) = -0.68
- HOMO level (eV) = -9.60
- net charge = 0

Geometry (Å):
O (0.538, -0.928, -1.160)
C (0.972, -0.493, 0.692)
N (1.184, 0.820, 0.690)
N (-0.040, 1.454, 0.206)
C (-0.912, 0.615, -0.180)
C (-0.529, -0.907, -0.390)
N (0.032, -1.191, 1.088)
H (1.990, 1.194, 0.205)
H (-1.854, 1.014, -0.546)
H (-1.381, -1.577, -0.604)

Atoms 1-2, force components in eV/Å:
O -0.177 -0.036 -0.287
C -0.792 -0.130 0.880

***

[6]
ORCA calculation (wB97M-V/def2-TZVPD) on a 2-piece molecular cluster, C4H12NO2 overall at a distorted geometry.

Summary:
- LUMO energy (eV) = -3.41
- HOMO level (eV) = -14.88
- net charge = +1

Geometry (Å):
C (-1.127, -0.209, 1.626)
C (-1.252, 0.931, -1.646)
C (1.740, -1.498, -0.551)
C (0.144, -0.428, 0.932)
N (1.054, 0.300, 1.528)
O (-0.278, 1.155, -0.663)
O (0.379, -1.316, 0.058)
H (-0.908, -0.015, 2.690)
H (-1.882, -1.033, 1.498)
H (-1.448, 0.818, 1.350)
H (-1.493, -0.181, -1.674)
H (-0.902, 1.093, -2.762)
H (-2.274, 1.481, -1.439)
H (1.951, -0.647, -1.134)
H (1.802, -2.372, -1.233)
H (2.562, -1.653, 0.287)
H (1.939, 0.360, 0.975)
H (-0.021, 2.007, -0.901)
H (0.672, 1.253, 1.890)

Atoms 1-2, force components in eV/Å:
C -2.169 -0.339 0.269
C -2.761 -1.766 -2.543